Entry 1:
ORCA calculation (ωB97M-V/def2-TZVPD) on C5H7NO2 as an isolated structure.

Gap between HOMO and LUMO   9.4978 eV
E_LUMO   0.48 eV
HOMO energy   -0.3313 hartree

Last column: Mulliken charge in e.
Geometry (Å):
O -0.54857 -0.10737 2.41982  -0.323
O -2.73290 -0.03621 2.09395  -0.581
N 0.18501 0.53117 -0.17736  -0.324
C -1.25301 0.55087 0.28041  -0.487
C 3.05046 -0.44663 -1.70019  0.557
C -1.56131 0.05518 1.76521  0.536
C 1.93136 -0.34198 -1.55140  -1.015
C 0.40051 -0.32224 -1.21993  -0.446
H -1.93638 0.00103 -0.46454  0.279
H -0.24988 0.06733 -2.33791  0.253
H 4.27225 -0.23295 -1.86719  0.331
H 0.81258 0.40615 0.44820  0.243
H -0.64634 -0.41590 3.25157  0.352
H -1.85000 1.59082 0.02900  0.258
H 0.12621 -1.29926 -0.96965  0.367

***

Entry 2:
ORCA calculation (ωB97M-V/def2-TZVPD) on C17H33Li2O7 as an isolated structure.

Gap between HOMO and LUMO   5.9582 eV
E_LUMO   -5.39 eV
HOMO energy   -0.4171 hartree
Total charge   +1

Last column: Mulliken charge in e.
Geometry (Å):
O 2.01494 -2.73331 1.23054  -0.837
O -1.40382 2.34131 -1.99710  -0.450
O -0.07969 -2.54099 0.45237  -0.755
O -3.39793 1.42259 2.64007  -0.424
O 1.03734 -0.74652 1.21501  -0.174
O -0.11059 -4.82876 -3.08094  -0.434
O 3.81193 2.40107 1.38590  -0.449
C -1.11503 0.55239 -3.46596  -0.433
C -1.07095 -4.19012 -5.10683  -0.590
C -2.61327 2.57025 2.31272  -0.277
C -0.63562 -3.53273 -2.88861  0.069
C -0.62119 1.97204 -3.13835  -0.553
C 4.45183 3.21699 3.45498  -0.576
C 2.59030 2.70251 2.03963  0.307
C 2.92982 3.14610 3.48148  -0.516
C -2.78783 0.80433 3.76858  -0.554
C -0.66901 -5.39625 -4.27456  -0.535
C -1.25669 2.45886 3.04899  -0.205
C -1.62342 -3.25691 -4.03470  -0.178
C -1.53518 1.16671 -1.22592  -0.157
C 4.81455 2.19477 2.39271  -0.430
C -1.94158 0.10244 -2.26323  -0.232
C -1.31972 1.00257 3.51031  -0.057
C 0.96647 -2.06798 0.96748  0.791
Li -0.87875 -4.28734 0.86899  0.886
Li 2.29340 -4.67786 1.38472  0.914
H -0.82226 2.76882 -3.85676  0.285
H -1.73490 -4.47927 -5.92063  0.383
H 2.48292 4.12131 3.66808  0.322
H -1.63261 -2.20820 -4.32365  0.075
H -0.45198 2.57012 2.31981  -0.098
H 5.77498 2.38597 1.91724  0.317
H 0.45588 2.04282 -2.94798  0.242
H 1.96825 -0.70843 1.50719  0.130
H -1.19572 -3.48428 -1.94497  -0.005
H -1.48693 -6.08953 -4.04596  0.273
H -1.59372 0.41239 -4.43454  0.447
H -3.07132 3.51028 2.63358  0.295
H 1.96617 1.80130 2.13559  -0.349
H -0.22014 -0.08487 -3.54594  0.111
H 4.87448 4.19529 3.20459  0.253
H -0.95729 0.40391 2.67246  -0.129
H -1.76255 -0.90876 -1.90177  0.070
H 4.94766 3.06303 4.41993  0.353
H 0.10322 -6.00968 -4.74472  0.303
H -2.98462 0.21055 -2.56543  0.263
H -2.45627 2.56794 1.23655  0.075
H -0.16312 -3.76913 -5.54356  0.251
H -3.14619 1.21271 4.72185  0.286
H 0.12097 -2.74284 -2.87728  0.144
H 2.03467 3.46118 1.49466  0.331
H -2.63823 -3.54131 -3.75152  0.285
H -3.03627 -0.25884 3.86203  0.350
H -2.28959 1.29387 -0.45413  0.323
H -0.68300 0.75236 4.36483  0.408
H -0.56190 0.92312 -0.78246  0.059
H 4.74147 1.14545 2.70515  0.203
H -1.11477 3.20580 3.82634  0.325
H 2.68239 2.44080 4.27313  0.270

***

Entry 3:
ORCA calculation (ωB97M-V/def2-TZVPD) on an isolated molecule of CH3IOS2.

Gap between HOMO and LUMO   9.5483 eV
SMILES   O=[S@H](=S)CI
E_LUMO   -0.28 eV
HOMO energy   -0.3612 hartree

Last column: Mulliken charge in e.
Geometry (Å):
I -2.20775 0.06828 -1.36819  0.151
S 0.16261 -2.40911 0.65271  -0.201
S 0.37453 -0.55161 0.63678  0.469
O 1.87664 0.05333 0.96256  -0.590
C -0.21800 0.60011 -0.79021  -0.806
H -0.21116 0.21160 1.73804  0.195
H 0.56614 0.39182 -1.42292  0.381
H -0.34300 1.63559 -0.40877  0.401

***

Entry 4:
ORCA calculation (ωB97M-V/def2-TZVPD) on a 2-piece molecular cluster, C5H15BN3O2 overall.

Gap between HOMO and LUMO   10.8290 eV
E_LUMO   -2.81 eV
HOMO energy   -0.5012 hartree
Total charge   +1

Last column: Mulliken charge in e.
Geometry (Å):
O 0.06820 -3.42520 -0.21461  -0.546
O 2.04460 -2.13891 0.61222  -0.471
N -3.65047 -0.43236 -0.34386  -0.371
N -1.38411 -1.01085 -0.12309  0.031
N -2.23027 0.87075 0.91284  -0.319
C -2.39493 -0.15535 0.09770  0.805
C 1.75308 2.04991 0.16282  -0.889
C 0.04069 -0.85176 0.00981  -0.262
C 2.03420 0.74030 -0.63482  -0.376
C 0.74799 0.02020 -1.02958  -0.523
B 0.84204 -2.27912 0.12546  0.492
H 1.44808 2.93182 -0.53150  0.279
H 1.09659 -0.53413 -1.90794  0.267
H 0.03690 -0.06542 1.26687  0.006
H 2.56448 0.89649 -1.57984  0.392
H -4.38133 0.11360 -0.18696  0.188
H -1.60791 -1.85956 -0.58081  0.200
H -3.77470 -1.41165 -0.34789  0.213
H 2.93897 -2.47605 0.49538  0.337
H 2.75738 0.17400 0.01014  0.161
H -0.03045 0.81789 -1.25238  0.207
H 0.48432 -4.20421 0.11886  0.301
H 2.65009 2.36381 0.64243  0.400
H 0.86268 1.93235 0.83531  0.111
H -1.27993 1.13443 1.17156  0.113
H -2.94211 1.24856 1.51986  0.254

***

Entry 5:
ORCA calculation (ωB97M-V/def2-TZVPD) on C20H8B4Br4O34V as an isolated structure.

Gap between HOMO and LUMO   1.8834 eV
E_LUMO   -1.75 eV
HOMO energy   -0.1337 hartree
Total charge   -3

Last column: Mulliken charge in e.
Geometry (Å):
Br 23.06704 35.10459 24.67841  -0.127
Br 20.52532 32.59663 10.29998  -0.097
Br 23.95194 33.47794 10.51140  -0.150
Br 25.67057 32.77937 25.10567  -0.112
V 24.82734 28.05814 17.39293  1.942
O 17.86917 29.54395 16.80520  -0.613
O 30.66746 23.26173 16.78964  -0.650
O 18.25002 27.14036 10.46332  -0.413
O 21.88597 25.93008 13.16213  -0.720
O 12.91005 26.45374 19.73901  -0.658
O 25.85001 20.07748 13.27959  -0.633
O 21.33142 22.19119 16.56810  -0.320
O 19.81571 26.51538 12.34442  -0.495
O 29.40518 21.89305 15.43222  -0.368
O 20.79724 20.20102 15.38724  -0.440
O 16.14919 27.75455 9.91653  -0.628
O 17.51187 21.10713 15.00999  -0.628
O 12.88949 25.27078 17.09186  -0.657
O 17.65706 25.51889 12.09581  -0.381
O 19.43927 27.25174 17.77288  -0.695
O 14.99306 27.07016 19.13768  -0.528
O 19.56148 25.06088 10.64450  -0.503
O 17.26234 26.38433 18.13498  -0.386
O 28.24286 25.13668 16.33257  -0.788
O 22.22117 20.87472 19.73672  -0.682
O 19.62347 19.83640 13.45056  -0.632
O 24.95174 28.64381 18.91218  -0.513
O 19.11249 21.24841 16.54132  -0.516
O 24.78981 29.27128 16.37891  -0.469
O 21.41718 23.81390 10.96347  -0.591
O 22.81276 23.23982 18.11824  -0.683
O 15.45237 25.67681 11.97510  -0.690
O 15.05575 25.96668 17.06596  -0.334
O 27.15545 21.20525 14.74380  -0.461
O 16.06192 28.22487 17.38087  -0.559
O 28.57831 22.11817 13.17938  -0.517
O 20.88241 20.42050 17.95614  -0.474
O 27.73149 23.50101 14.98072  -0.459
O 27.42555 21.28056 11.27360  -0.607
C 19.73394 20.19147 14.62350  0.618
C 24.42458 32.90307 23.63630  -0.572
C 29.67336 23.04747 16.04872  0.568
C 26.77483 20.87716 13.54153  0.648
C 22.86690 33.05209 12.13456  -0.447
C 13.85300 25.92102 17.59925  0.615
C 18.62497 20.88169 15.40763  0.605
C 18.14464 27.27804 17.78298  0.639
C 28.44584 24.03962 15.77635  0.661
C 21.82528 31.95448 11.68262  -0.749
C 21.70390 21.13459 18.63625  0.640
C 21.96448 22.41357 17.77994  0.573
C 13.87341 26.53093 18.99648  0.573
C 24.26501 34.44541 23.27991  -0.622
C 16.96302 27.14617 10.57345  0.530
C 20.90773 25.82606 12.39212  0.664
C 27.61405 21.49306 12.48422  0.572
C 16.59830 26.01150 11.60424  0.664
C 20.68811 24.71445 11.24745  0.597
C 17.33068 28.57771 17.26269  0.591
B 20.55310 20.97904 16.60504  0.942
B 28.24440 22.18126 14.58165  1.045
B 18.79032 26.09509 11.36219  0.989
B 15.85510 26.85624 17.90091  1.011
H 21.34945 31.42653 12.50903  0.422
H 25.08736 35.15894 23.22768  0.379
H 22.32940 31.14880 11.14892  0.349
H 24.90852 32.44336 22.77457  0.316
H 23.60889 32.86342 12.91041  0.363
H 23.40310 32.58576 23.84603  0.406
H 23.85724 34.60546 22.28181  0.333
H 22.28010 33.92494 12.42076  0.310

***

Entry 6:
ORCA calculation (ωB97M-V/def2-TZVPD) on a 4-piece molecular cluster, C19H41FO9 overall.

Gap between HOMO and LUMO   10.2087 eV
SMILES   O=COCCCOC[C@@H](F)OCCCC(=O)O.CC(C)O.CC(C)O.CC(C)O
E_LUMO   0.24 eV
HOMO energy   -0.3664 hartree

Last column: Mulliken charge in e.
Geometry (Å):
F 0.84205 -0.05914 5.25841  -0.379
O 2.44490 3.14210 -1.73133  -0.558
O 1.65889 0.75913 3.16821  -0.400
O 3.00170 -1.38812 -1.53483  -0.459
O 3.49341 2.29151 -6.94915  -0.490
O -2.92906 -4.55887 -0.91491  -0.486
O -0.96680 -0.78757 1.96589  -0.091
O -3.83649 -3.73147 1.21005  -0.341
O 5.10318 -0.71637 -0.50699  -0.544
O -4.52341 -1.76045 5.36664  -0.438
C 3.52876 0.48063 -8.52970  -1.346
C 2.24751 2.78713 -3.09754  0.508
C 3.77266 -0.78896 -0.41158  0.361
C -3.24329 -1.60691 2.61737  -0.239
C -6.41243 -0.31822 5.72772  -1.249
C -3.15527 -4.78306 0.39967  0.252
C -2.78973 -2.71759 1.45335  -0.213
C 1.65902 0.64159 0.57413  0.254
C 1.28977 1.50805 1.92337  -0.483
C 0.76554 2.56004 -3.34985  -1.302
C -0.18002 -1.08657 3.17210  -0.426
C 0.40796 0.29608 3.85602  0.219
C -5.94131 -2.26683 7.24062  -1.335
C 5.40217 0.83123 -6.89407  -1.288
C -5.87557 -1.73777 5.81681  0.353
C 3.90405 0.93859 -7.12938  0.488
C -2.30583 -0.26090 2.28855  -0.507
C 2.79908 3.88829 -3.98889  -1.243
C 3.05222 -0.20518 0.94401  -0.310
H -6.97122 -2.27709 7.61081  0.382
H -2.32959 0.53097 3.15049  0.211
H 2.67654 3.63796 -5.04727  0.241
H -5.33325 -1.65367 7.91510  0.352
H 1.94158 2.48802 1.88643  0.381
H -6.45257 -2.39186 5.15399  0.264
H -4.39172 -1.38655 2.55287  0.292
H 0.79924 -0.05690 0.18934  0.196
H -5.82108 0.36415 6.34853  0.330
H -0.72168 -1.80460 3.93735  0.317
H -1.82070 -3.25789 1.83116  0.278
H 3.84981 0.49256 1.48733  0.275
H -0.37984 1.15551 3.95803  0.219
H -2.70338 0.26871 1.29767  0.287
H 3.96204 2.83683 -7.60271  0.320
H -6.34751 0.05395 4.69968  0.298
H 0.14817 1.85408 1.95814  0.195
H 1.88062 1.40759 -0.29890  -0.126
H 3.81728 -0.56216 -8.69462  0.376
H 0.58193 2.26978 -4.38903  0.380
H 2.79829 1.85740 -3.27736  0.251
H 5.74700 -0.20102 -7.00988  0.379
H -2.59992 -2.13392 0.43093  0.190
H 3.37069 0.33286 -6.38862  0.250
H 2.44922 0.57501 -8.68903  0.328
H 0.37944 1.77336 -2.69276  0.303
H 5.95556 1.46565 -7.59550  0.343
H 5.65914 1.17575 -5.88665  0.306
H -2.80810 -5.79376 0.91300  0.328
H 4.01561 1.10259 -9.28917  0.346
H 0.18763 3.46517 -3.13214  0.344
H -2.89046 -1.94923 3.70462  0.019
H -5.54032 -3.28482 7.29176  0.322
H 2.84478 -1.08980 1.68364  0.235
H 1.95944 3.96669 -1.56248  0.334
H 2.29334 4.84061 -3.79387  0.395
H 3.39756 -2.32640 -1.61208  0.349
H -4.00352 -1.18226 5.94934  0.315
H 0.77918 -1.69293 2.80233  0.178
H 3.86361 4.04923 -3.78768  0.321
H -7.45649 -0.26992 6.05249  0.390

***

Entry 7:
ORCA calculation (ωB97M-V/def2-TZVPD) on an isolated molecule of C2H3N3S2.

Gap between HOMO and LUMO   9.3256 eV
SMILES   Sc1n[nH]c(S)n1
E_LUMO   0.55 eV
HOMO energy   -0.3226 hartree

Last column: Mulliken charge in e.
Geometry (Å):
S -2.80069 -0.72891 -0.13726  -0.269
S 2.75526 -0.55695 -0.12227  -0.288
N -0.84759 1.09306 0.00198  -0.566
N 0.53857 1.08312 -0.16479  -0.041
N 0.03054 -1.02642 0.11323  -0.498
C 0.98626 -0.21274 0.01699  0.507
C -1.12512 -0.21333 0.01562  0.487
H 2.68290 -1.98919 0.04560  0.186
H -3.29403 0.55467 0.07708  0.182
H 1.07391 1.99670 0.15381  0.298

***

Entry 8:
ORCA calculation (ωB97M-V/def2-TZVPD) on an isolated ion of composition C6H11N and charge -1.

Gap between HOMO and LUMO (alpha / beta)   3.3846 / 6.4297 eV
E_LUMO (alpha / beta)   4.43 / 4.12 eV
HOMO energy (alpha / beta)   0.0383 / -0.0848 hartree
Total charge   -1
Multiplicity   2
<S²>   0.773

Last column: Löwdin spin population.
Geometry (Å):
N 0.52354 -0.58360 -2.13814  0.116
C -0.17781 -2.19452 -0.29200  0.058
C 0.20282 0.34031 0.19741  0.038
C 0.32549 -0.73101 -0.72824  0.295
C -1.39892 1.35645 1.92684  0.207
C -0.65230 0.29116 1.48664  0.121
C 0.88026 1.70310 -0.03052  0.037
H -1.58047 2.23165 1.35465  0.025
H 0.82243 -1.25556 -2.82532  0.007
H -0.88260 -0.67730 1.90003  0.015
H 0.29204 2.31815 -0.60775  0.002
H 0.01829 -2.98501 -1.04388  0.004
H 1.58905 2.17846 0.67092  0.012
H -1.99681 1.03961 2.81296  0.019
H 0.94542 0.27929 -2.25895  0.008
H 1.69178 1.58018 -0.82550  0.010
H -1.22031 -2.26929 -0.11681  0.019
H 0.61812 -2.62208 0.51766  0.008

***

So what do the calculations give for maximum force? Going down the list: 0.25615; 0.04200; 0.15891; 0.11739; 0.15509; 0.17888; 0.07077; 0.08401 hartree/bohr.
So what do the calculations give for ΔE to the lowest compared entry with this formula, charge and spin? Going down the list: 126.41; 55.78; 65.14; 21.83; 273.54; 101.22; 10.64; 52.91 kcal per mole.